129
Properties=species:S:1:pos:R:3 method="wB97M-V/def2-TZVPD" charge=0 e_lumo_ev=-0.05 orbital_gap_ha=0.319
C 6.64 -4.02 0.90
C 6.17 -2.43 0.89
C 6.90 -1.62 -0.35
C 6.14 -0.24 -0.80
C 5.74 0.76 0.46
C 4.24 0.37 1.00
C 3.34 1.64 1.51
C 1.74 1.16 1.51
C 1.04 1.75 0.13
C 0.24 0.56 -0.68
C -1.32 0.34 -0.20
N -1.57 -1.09 0.33
P -2.65 -0.98 1.74
S -3.09 -2.71 2.56
C -2.17 -1.86 -0.82
O -1.56 -1.74 -2.03
O -3.32 -2.78 -0.76
N -2.74 -4.01 -0.57
H 7.79 -4.16 1.14
H 6.37 -4.49 -0.15
H 6.04 -4.66 1.71
H 6.33 -1.92 1.95
H 5.00 -2.46 0.68
H 6.85 -2.35 -1.29
H 8.00 -1.41 -0.03
H 5.20 -0.44 -1.47
H 6.91 0.37 -1.47
H 6.50 0.58 1.33
H 5.82 1.91 0.16
H 3.63 -0.29 0.24
H 4.41 -0.32 1.96
H 3.51 2.62 0.88
H 3.58 1.91 2.64
H 1.16 1.46 2.48
H 1.69 -0.02 1.40
H 0.36 2.67 0.38
H 1.96 2.09 -0.56
H 0.26 0.87 -1.83
H 0.79 -0.47 -0.61
H -2.08 0.63 -1.07
H -1.55 1.13 0.67
H -1.90 -0.25 2.77
H -3.84 -0.15 1.51
H -2.19 -4.27 -1.43
H -3.46 -4.72 -0.33
C -4.48 -0.92 -3.41
C -4.97 -0.31 -4.66
N -5.35 0.17 -5.65
H -3.43 -1.20 -3.48
H -4.57 -0.22 -2.56
H -5.05 -1.82 -3.15
C -7.09 -4.39 1.70
C -6.06 -5.38 1.35
N -5.24 -6.17 1.07
H -6.66 -3.52 2.19
H -7.63 -4.04 0.82
H -7.84 -4.81 2.39
C -1.06 -7.91 0.55
C -1.30 -7.16 -0.69
N -1.50 -6.57 -1.68
H -1.32 -7.31 1.44
H -1.65 -8.83 0.60
H -0.01 -8.19 0.65
C -0.57 -9.65 -3.68
C -0.48 -10.47 -2.46
N -0.40 -11.11 -1.50
H -1.55 -9.74 -4.16
H -0.41 -8.59 -3.47
H 0.18 -9.94 -4.43
C 2.56 -12.50 1.18
C 2.26 -11.11 1.57
N 2.03 -10.01 1.88
H 2.03 -12.78 0.26
H 3.63 -12.65 1.00
H 2.26 -13.21 1.96
C -1.35 6.07 -0.09
C -1.62 4.69 0.36
N -1.82 3.61 0.72
H -2.27 6.67 -0.10
H -0.64 6.58 0.57
H -0.93 6.09 -1.10
C 0.45 1.80 -5.30
C 1.10 2.17 -4.04
N 1.63 2.47 -3.04
H 1.11 1.94 -6.16
H 0.14 0.75 -5.30
H -0.45 2.40 -5.48
C 4.73 -1.21 5.45
C 6.05 -0.85 4.89
N 7.08 -0.58 4.44
H 4.70 -1.06 6.53
H 3.93 -0.59 5.02
H 4.48 -2.25 5.26
C 0.55 6.11 4.29
C 0.88 6.32 2.87
N 1.14 6.48 1.74
H 0.43 7.06 4.82
H -0.38 5.55 4.41
H 1.34 5.55 4.81
C -3.36 9.97 1.13
C -2.99 9.11 -0.01
N -2.69 8.43 -0.91
H -2.59 10.71 1.35
H -4.29 10.51 0.94
H -3.51 9.38 2.05
C -10.26 -1.46 2.59
C -9.89 -2.32 1.45
N -9.59 -2.99 0.55
H -9.49 -0.71 2.80
H -11.19 -0.91 2.40
H -10.41 -2.04 3.50
C -3.10 3.18 -2.69
C -2.77 3.38 -4.11
N -2.51 3.54 -5.23
H -3.22 4.13 -2.16
H -4.03 2.61 -2.57
H -2.31 2.62 -2.17
C 2.51 5.86 -3.31
C 2.21 7.25 -2.93
N 1.97 8.34 -2.62
H 1.98 5.57 -4.23
H 3.58 5.71 -3.49
H 2.20 5.15 -2.54
C 2.81 9.98 0.29
C 2.51 11.37 0.68
N 2.27 12.46 0.99
H 2.28 9.69 -0.63
H 3.88 9.83 0.11
H 2.50 9.27 1.07


132
Properties=species:S:1:pos:R:3 method="wB97M-V/def2-TZVPD" charge=-1 e_lumo_ev=1.12 orbital_gap_ha=0.188
C 1.08 -5.95 -0.39
C -0.02 -4.94 -0.24
C -1.29 -5.09 -0.80
C -2.26 -4.11 -0.67
C -2.03 -2.92 0.03
C -3.07 -1.86 0.21
P -3.55 -0.75 -1.28
N -4.68 -2.06 -1.84
F -4.15 0.24 -2.60
C -2.22 -1.46 -2.48
C -2.13 -0.76 -3.84
C -0.91 -1.35 -4.60
Cl 0.55 -0.31 -4.48
C -2.43 0.74 -0.80
C -1.13 0.45 -0.10
C -0.25 1.69 0.01
F -0.15 2.40 -1.13
F -0.80 2.51 0.96
C 1.16 1.38 0.57
F 1.81 2.53 0.86
F 0.99 0.74 1.74
C 2.02 0.44 -0.35
F 1.91 -0.81 0.13
F 1.54 0.40 -1.60
C 3.50 0.83 -0.46
F 3.61 2.09 -0.93
F 4.04 0.80 0.76
C 4.32 -0.06 -1.47
F 4.15 0.48 -2.69
F 3.86 -1.32 -1.53
C 5.83 -0.12 -1.16
F 6.07 -0.82 -0.06
F 6.25 1.15 -0.91
C 6.74 -0.64 -2.31
F 7.99 -0.59 -1.82
F 6.70 0.16 -3.38
C 6.50 -2.10 -2.78
F 5.50 -2.17 -3.64
F 6.26 -2.91 -1.77
F 7.60 -2.51 -3.39
P -5.30 0.19 -0.12
N -5.33 -0.26 1.43
C -0.77 -2.80 0.62
C 0.22 -3.78 0.50
H 1.93 -5.45 -0.84
H 0.79 -6.74 -1.08
H 1.43 -6.34 0.57
H -1.49 -6.00 -1.35
H -3.23 -4.25 -1.13
H -3.99 -2.39 0.46
H -2.86 -1.31 1.12
H -5.47 -2.23 -1.23
H -4.99 -1.93 -2.79
H -1.21 -1.39 -2.08
H -2.53 -2.47 -2.72
H -2.98 -0.99 -4.48
H -1.92 0.30 -3.74
H -0.64 -2.30 -4.15
H -1.14 -1.56 -5.64
H -3.00 1.44 -0.19
H -2.24 1.28 -1.72
H -0.50 -0.31 -0.55
H -1.27 0.16 0.94
H -5.32 1.61 -0.24
H -6.48 -0.20 -0.80
H -6.17 -0.80 1.55
H -0.54 -1.93 1.21
H 1.18 -3.61 0.96
Br 4.02 -1.57 2.44
C 5.12 -2.10 3.95
C 6.12 -3.16 3.56
Br 5.27 -4.91 3.39
H 4.45 -2.42 4.74
H 5.63 -1.19 4.26
H 6.87 -3.28 4.34
H 6.60 -2.96 2.61
Br 2.01 6.23 -0.90
C 3.49 5.14 -1.52
C 4.78 5.91 -1.52
Br 4.90 7.15 -3.01
H 3.22 4.78 -2.51
H 3.54 4.31 -0.83
H 5.62 5.23 -1.65
H 4.92 6.49 -0.62
Br 3.78 0.05 6.74
C 4.88 -0.47 8.24
C 5.87 -1.53 7.86
Br 5.03 -3.28 7.70
H 4.21 -0.79 9.03
H 5.39 0.44 8.55
H 6.63 -1.65 8.64
H 6.36 -1.33 6.91
Br 7.94 1.17 4.98
C 9.06 0.65 6.49
C 10.05 -0.41 6.11
Br 9.20 -2.16 5.96
H 8.39 0.34 7.28
H 9.57 1.56 6.79
H 10.80 -0.52 6.89
H 10.54 -0.22 5.16
Br -6.92 -6.00 0.67
C -7.08 -5.69 -1.24
C -6.30 -6.71 -2.03
Br -4.40 -6.32 -1.98
H -6.75 -4.68 -1.43
H -8.15 -5.78 -1.46
H -6.58 -6.66 -3.08
H -6.43 -7.72 -1.67
Br -8.22 4.57 0.64
C -8.39 3.90 2.46
C -7.15 3.17 2.91
Br -6.91 1.34 2.13
H -9.27 3.26 2.47
H -8.58 4.78 3.07
H -7.18 3.01 3.98
H -6.24 3.70 2.64
Br -10.76 6.77 -1.01
C -10.89 8.62 -0.43
C -9.62 9.08 0.23
Br -9.45 8.38 2.03
H -11.75 8.68 0.23
H -11.08 9.19 -1.33
H -9.62 10.16 0.34
H -8.73 8.77 -0.31
Br -1.86 0.50 -7.75
C -0.25 1.52 -7.36
C -0.33 2.91 -7.92
Br -0.04 2.94 -9.85
H 0.59 0.96 -7.75
H -0.19 1.55 -6.28
H 0.46 3.54 -7.51
H -1.30 3.38 -7.75


10
Properties=species:S:1:pos:R:3 method="wB97M-V/def2-TZVPD" charge=0 smiles=C.C e_lumo_ev=1.09 orbital_gap_ha=0.526
C -2.21 -0.35 0.63
H -1.13 -0.25 0.78
H -2.40 -0.77 -0.37
H -2.69 0.64 0.70
H -2.63 -1.01 1.40
C 2.21 0.35 -0.63
H 2.82 1.03 -0.02
H 1.52 -0.21 0.02
H 2.87 -0.36 -1.16
H 1.63 0.93 -1.36


12
Properties=species:S:1:pos:R:3 method="wB97M-V/def2-TZVPD" charge=+1 e_lumo_ev=-3.98 orbital_gap_ha=0.374
C -3.92 0.01 -0.36
C -0.70 1.52 -0.23
N -3.13 -0.61 0.19
N -0.20 0.37 -0.21
O 2.33 -0.14 -0.44
O -2.20 -1.24 0.62
O -1.21 2.51 -0.41
H -4.88 0.42 -0.35
H 2.84 0.54 -1.02
H -0.44 -0.14 0.63
H 0.97 0.20 -0.34
H 2.55 -0.95 -0.86


11
Properties=species:S:1:pos:R:3 method="wB97M-V/def2-TZVPD" charge=0 multiplicity=2 e_lumo_ev="0.82 / 0.45" orbital_gap_ha="0.150 / 0.469"
C 0.83 -1.14 0.33
N 0.79 0.07 -0.53
H -0.11 -1.66 0.17
H 1.58 -1.80 -0.09
H 0.99 -0.83 1.35
H 0.08 0.75 -0.21
H 0.49 -0.18 -1.51
H 1.70 0.56 -0.60
H -2.28 2.07 -0.05
H -2.27 0.91 0.96
O -1.80 1.26 0.19


18
Properties=species:S:1:pos:R:3 method="wB97M-V/def2-TZVPD" charge=0 e_lumo_ev=0.48 orbital_gap_ha=0.358
O 19.60 -14.23 19.86
H 19.74 -14.96 20.46
H 20.12 -14.45 19.09
O 19.49 -12.19 20.54
H 18.78 -12.03 19.92
H 19.71 -13.11 20.43
O 19.62 -11.36 22.45
H 19.25 -10.50 22.24
H 19.70 -11.80 21.61
C 19.34 -13.95 22.48
C 20.87 -14.00 22.88
O 21.53 -14.81 21.92
H 19.11 -13.21 21.72
H 18.84 -13.67 23.41
H 18.96 -14.96 22.36
H 21.01 -14.58 23.79
H 21.39 -13.04 22.96
H 22.38 -14.98 22.33


10
Properties=species:S:1:pos:R:3 method="wB97M-V/def2-TZVPD" charge=0 e_lumo_ev=0.00 orbital_gap_ha=0.325
N 1.25 -0.85 1.03
N 1.03 -0.12 -1.22
N -1.02 0.39 0.37
O -0.70 -2.09 -0.30
P -0.04 -0.84 -0.04
S 2.26 0.27 -0.04
H 1.40 -0.76 1.96
H 1.58 -1.20 -1.79
H -0.73 1.15 0.87
H -1.26 0.76 -0.55


11
Properties=species:S:1:pos:R:3 method="wB97M-V/def2-TZVPD" charge=-1 e_lumo_ev=3.63 orbital_gap_ha=0.233
S -2.17 0.26 -1.90
H -1.42 -0.34 -2.88
C 1.99 -0.66 2.41
C 0.77 -0.69 1.47
S 0.89 0.47 0.04
H 2.10 0.36 2.77
H 2.80 -1.02 1.79
H 1.89 -1.28 3.31
H 0.61 -1.68 1.04
H -0.15 -0.41 1.98
H -1.09 0.28 -1.01